A molecular structure, C8H21NO2P2Ti, computed with the ωB97M-V functional and the def2-TZVPD basis.

Geometry as XYZ:
```
35
C8H21NO2P2Ti, DFT the ωB97M-V functional and the def2-TZVPD basis
Ti 0.10 0.00 -0.20
H -1.33 -0.54 0.80
H -1.35 0.45 0.81
P -0.03 -2.41 -0.44
P -0.03 2.41 -0.42
C 1.39 3.31 0.26
H 1.31 4.36 -0.03
H 1.40 3.22 1.35
H 2.32 2.88 -0.14
C 0.01 2.75 -2.20
H -0.86 2.28 -2.68
H -0.01 3.83 -2.35
H 0.92 2.33 -2.64
C -1.50 3.29 0.19
H -1.53 3.21 1.29
H -1.42 4.34 -0.12
H -2.40 2.82 -0.23
C 0.19 -2.73 -2.22
H 0.14 -3.81 -2.38
H -0.61 -2.23 -2.78
H 1.16 -2.34 -2.55
C 1.29 -3.35 0.37
H 1.18 -3.27 1.46
H 1.21 -4.40 0.06
H 2.27 -2.94 0.08
C -1.57 -3.25 0.00
H -2.41 -2.75 -0.50
H -1.50 -4.30 -0.31
H -1.72 -3.18 1.09
C 1.77 0.00 1.20
O 2.68 -0.01 1.88
H -1.26 0.00 -1.16
O -0.01 0.00 4.68
C 0.03 0.00 3.52
N 0.15 0.02 2.29
```

For the HOMO energy (spin up / spin down), the calculation gives -6.7 / -8.5 eV. The spin multiplicity is 3. As for the frontier orbital gap (spin up / spin down): 6.6 / 8.4 eV. The LUMO energy (spin up / spin down) comes out at -0.11 / -0.06 eV.